Record 1
ORCA calculation (the ωB97M-V functional and the def2-TZVPD basis) on a 2-piece molecular cluster, C4H10N2 overall in a non-equilibrium geometry.

Energy in eV: -7287.632
Largest force on an atom in eV/Å: 4.7
LUMO in Ha: 0.0355
SMILES string: [H]/N=C/N.C=CC
HOMO in eV: -9.004
Multiplicity: 1

CARTESIAN COORDINATES (ANGSTROEM)
N -1.15 -1.32 -4.11
N -1.03 -0.54 -1.87
C 0.26 1.39 2.38
C -0.52 0.31 2.20
C 1.91 1.29 2.47
C -0.82 -1.39 -2.73
H -0.36 -0.75 2.14
H 0.04 -2.08 -2.65
H -0.70 -2.17 -4.64
H 2.35 2.15 1.97
H -1.06 -0.80 -0.89
H -0.27 2.29 2.35
H -1.53 -0.46 -4.42
H 2.11 0.28 2.06
H -1.50 0.63 2.23
H 2.26 1.16 3.51

These are the Löwdin partial charges, in e, on atoms 1 to 6:
1. N 0.040
2. N 0.058
3. C -0.162
4. C -0.039
5. C -0.073
6. C -0.435



Record 2
ORCA calculation (the ωB97M-V functional and the def2-TZVPD basis) on a 2-piece molecular cluster, C4H10N2 overall.

Energy in eV: -7289.258
Largest force on an atom in eV/Å: 0.9
LUMO in Ha: 0.0415
SMILES string: [H]/N=C\C.[H]/N=C\C
HOMO in eV: -9.824
Multiplicity: 1

CARTESIAN COORDINATES (ANGSTROEM)
N 1.64 -0.85 -0.76
N -1.68 0.69 0.52
C -0.09 2.22 -0.59
C 0.16 -2.12 0.77
C 0.66 -1.59 -0.54
C -1.21 1.23 -0.51
H -1.68 0.96 -1.45
H -0.91 -1.94 0.85
H 0.68 -1.66 1.61
H 0.16 2.46 -1.62
H 0.08 -1.88 -1.41
H 0.33 -3.20 0.80
H -0.36 3.13 -0.06
H -1.23 0.96 1.40
H 0.80 1.80 -0.10
H 2.18 -0.59 0.07

These are the Löwdin partial charges, in e, on atoms 1 to 6:
1. N 0.074
2. N 0.075
3. C -0.087
4. C -0.094
5. C -0.338
6. C -0.326



Record 3
ORCA calculation (the ωB97M-V functional and the def2-TZVPD basis) on a 2-piece molecular cluster, C4H10N2 overall in a non-equilibrium geometry.

Energy in eV: -7287.374
Largest force on an atom in eV/Å: 3.5
LUMO in Ha: 0.0412
SMILES string: C=NC.C=NC
HOMO in eV: -9.552
Multiplicity: 1

CARTESIAN COORDINATES (ANGSTROEM)
N -1.01 -0.45 -0.89
N 1.27 0.39 1.08
C 1.32 -0.36 2.14
C 0.44 1.56 1.21
C 0.23 -0.63 -1.80
C -2.11 -0.68 -1.44
H 1.93 -1.29 2.16
H 0.49 2.19 0.24
H 0.55 -1.66 -1.68
H -0.70 1.28 1.26
H 0.57 2.26 2.14
H -3.02 -0.72 -0.77
H 1.15 -0.07 -1.51
H -0.04 -0.71 -2.88
H 1.02 -0.04 3.14
H -2.08 -1.06 -2.41

These are the Löwdin partial charges, in e, on atoms 1 to 6:
1. N -0.073
2. N -0.103
3. C -0.073
4. C -0.224
5. C -0.124
6. C -0.107



Record 4
ORCA calculation (the ωB97M-V functional and the def2-TZVPD basis) on a 2-piece molecular cluster, C4H10N2 overall in a non-equilibrium geometry.

Energy in eV: -7284.288
Largest force on an atom in eV/Å: 4.0
LUMO (alpha / beta) in Ha: 0.0209 / 0.0160
HOMO (alpha / beta) in eV: -8.586 / -8.495
Multiplicity: 1

CARTESIAN COORDINATES (ANGSTROEM)
N -0.78 -0.74 0.74
N 0.50 -1.23 0.62
C -0.59 -1.41 -1.60
C 0.76 0.70 -0.92
C -0.05 -0.50 -0.49
C -0.40 1.84 2.48
H 0.41 2.52 2.54
H -0.52 0.94 3.15
H 0.51 -2.24 0.71
H 1.37 0.52 -1.81
H -0.75 1.99 1.53
H 0.22 -1.89 -2.02
H 0.15 1.45 -1.16
H -0.86 -0.71 -2.36
H 1.36 0.85 -0.12
H -1.32 -2.09 -1.30

These are the Löwdin partial charges, in e, on atoms 1 to 6:
1. N 0.117
2. N 0.007
3. C -0.015
4. C -0.007
5. C -0.556
6. C 0.069



Ordered energy relative to the best compared isomer or geometry (same formula, charge and spin) results: 288.2; 131.4; 313.1; 610.9; unit kJ/mol.